Formula: C3H2O2
Source: OMol25
Level of theory: ωB97M-V/def2-TZVPD

## Properties
- HOMO energy: -8.42 eV
- Strongest force on any atom: 5.66 eV Å⁻¹
- Net charge: 0
- Gap between HOMO and LUMO: 8.76 eV
- Relative energy (zero: lowest compared OMol25 entry of this formula, charge and spin): 109.2 kcal/mol

The geometry in XYZ format:
```
7
C3H2O2 | OMol25 | ωB97M-V/def2-TZVPD
O -2.68 -0.21 -0.21
C -1.66 0.24 0.05
C -0.02 -0.40 -0.66
C 1.17 -0.56 -0.14
O 1.18 0.69 -0.22
H -1.33 1.09 0.72
H 1.92 -1.20 0.10
```

Results of the natural (NBO) charge analysis, in e, for atoms 1 through 5: -0.444 0.503 -0.069 0.163 -0.500